Record 1
{
  "formula": "C4H7NO",
  "method": "ωB97M-V/def2-TZVPD",
  "symbols": ["H", "N", "C", "C", "C", "C", "O", "H", "H", "H", "H", "H", "H"],
  "positions_angstrom": [[2.91893, 0.95782, 0.33230], [2.39471, 0.23420, 0.82386], [1.19330, 0.21897, 0.43320], [0.09381, -0.60778, 0.94580], [-1.01504, -0.28662, 0.27755], [-0.72757, 0.90226, -0.58777], [0.68501, 1.02429, -0.56518], [0.23296, -1.41455, 1.65161], [-2.01852, -0.69490, 0.37130], [-1.19842, 1.72010, -0.03144], [-1.07654, 0.93250, -1.63104], [-0.48112, -1.50698, -0.73169], [-1.00151, -1.47932, -1.28849]],
  "forces_ev_per_angstrom": [[0.010, -0.124, -0.038], [-0.233, 0.076, -0.131], [0.150, 0.017, 0.315], [-0.013, 0.406, 0.564], [-0.118, 1.005, 1.377], [-0.239, 0.104, 0.256], [0.086, 0.148, 0.138], [0.022, 0.212, 0.014], [0.321, 0.129, 0.195], [0.109, 0.408, -0.285], [0.039, -0.387, 0.408], [-0.596, -0.981, -1.901], [0.462, -1.012, -0.912]],
  "lowdin_charge": [0.058, 0.149, -0.456, -0.071, -0.187, -0.186, -0.017, 0.125, 0.126, 0.133, 0.134, 0.088, 0.106],
  "relative_energy_kcal_mol": 82.8,
  "multiplicity": 1,
  "lumo_energy_ev": 0.781
}



Record 2
{
  "formula": "C3H7N3",
  "method": "ωB97M-V/def2-TZVPD",
  "symbols": ["H", "N", "C", "N", "N", "C", "C", "H", "H", "H", "H", "H", "H"],
  "positions_angstrom": [[1.50884, -1.54900, -1.68369], [1.36890, -1.75537, -0.58136], [0.40193, -0.90249, -0.34440], [0.03555, -1.01308, 0.92184], [0.08826, 0.37951, -0.95043], [-1.21261, 1.06428, -0.47142], [0.20672, 1.36464, 0.26859], [-0.84952, -0.78790, 1.48303], [0.52652, -1.83154, 1.18704], [-1.83755, 0.27299, 0.18090], [-1.59276, 1.52846, -1.29961], [0.51536, 1.13283, 1.27094], [0.84037, 2.09667, 0.01856]],
  "forces_ev_per_angstrom": [[0.523, -0.751, 2.980], [-1.461, 2.006, -5.873], [1.875, 0.596, 0.004], [-3.192, -0.941, 4.431], [-0.097, 0.011, 2.109], [3.971, -4.351, 4.529], [-3.600, -1.735, -2.930], [2.020, -0.363, -1.862], [-0.187, -0.935, 1.349], [0.907, 2.452, -1.830], [-1.254, 1.716, -1.297], [-0.946, -1.101, 0.134], [1.441, 3.398, -1.746]],
  "lowdin_charge": [0.096, 0.070, -0.598, 0.036, -0.034, -0.034, -0.059, 0.141, 0.080, 0.124, 0.050, 0.090, 0.037],
  "relative_energy_kcal_mol": 94.9,
  "multiplicity": 1,
  "lumo_energy_ev": 0.900
}



Record 3
{
  "formula": "C9H10ClN3OS",
  "method": "ωB97M-V/def2-TZVPD",
  "symbols": ["C", "C", "C", "C", "C", "C", "C", "C", "C", "N", "N", "N", "O", "S", "Cl", "H", "H", "H", "H", "H", "H", "H", "H", "H", "H"],
  "positions_angstrom": [[-2.41004, 2.36215, 1.07662], [1.66897, 0.74408, -1.59280], [2.91649, 1.23263, -1.52783], [1.83642, 0.33110, 0.76365], [1.09263, 0.32845, -0.38388], [3.55795, 1.21199, -0.22564], [-0.14352, -1.90478, -0.57251], [-3.67157, -2.16405, 1.62060], [-0.18374, -0.39364, -0.45638], [-3.06162, 2.93045, 1.83138], [3.09980, 0.72731, 0.88164], [-1.67754, 1.64952, 0.22653], [-1.00941, 2.04163, -0.79558], [-1.30279, 0.07884, 0.89879], [5.13610, 1.90784, -0.13106], [1.17497, 0.73589, -2.56424], [3.44100, 1.76314, -2.28534], [1.47200, -0.10113, 1.73280], [-0.97287, -2.57598, -0.62127], [0.54325, -2.24141, 0.23444], [0.33507, -2.06455, -1.51350], [-3.77687, -1.13402, 1.14852], [-3.60257, -2.49831, 2.62741], [-3.69345, -3.02226, 0.86158], [-0.76867, 0.05515, -1.23394]],
  "forces_ev_per_angstrom": [[-0.110, 0.997, -0.438], [-0.543, 0.084, -0.109], [1.847, 0.735, 2.604], [-0.599, -1.312, 1.999], [0.581, -1.157, -0.604], [0.468, 0.520, -1.911], [2.295, 0.000, 0.794], [-0.313, -0.477, -3.242], [-2.818, 0.121, 0.788], [-0.375, 0.257, 0.421], [-0.189, 0.484, -0.503], [1.560, -1.308, -0.694], [-1.252, 1.012, 0.790], [0.061, -0.313, 0.258], [0.430, 0.136, -0.129], [-0.320, -0.131, 0.425], [0.220, -0.068, -0.753], [-0.222, 0.449, -1.167], [-1.264, 0.447, 0.429], [-0.369, -0.246, -0.599], [0.834, -0.365, -0.644], [0.077, -1.622, 1.418], [0.002, 0.538, 0.719], [0.042, 1.402, 1.149], [-0.044, -0.183, -1.000]],
  "lowdin_charge": [-0.320, -0.017, -0.063, -0.111, -0.275, -0.725, -0.076, 0.021, -0.574, 0.200, 0.065, -0.464, -0.044, 1.066, 0.678, 0.140, 0.094, 0.133, 0.069, 0.099, 0.076, -0.027, -0.037, 0.005, 0.086],
  "relative_energy_kcal_mol": 124.1,
  "multiplicity": 1,
  "lumo_energy_ev": [-1.501, -0.349]
}



Record 4
{
  "formula": "CH4NO",
  "method": "ωB97M-V/def2-TZVPD",
  "symbols": ["C", "N", "O", "H", "H", "H", "H"],
  "positions_angstrom": [[-0.43134, -0.09805, -0.34452], [1.54927, 0.39968, 0.73366], [0.44376, -0.12588, 0.77705], [-0.30909, -1.06620, -0.90595], [-1.48036, -0.10880, 0.23959], [-0.27072, 0.67052, -1.06697], [2.18152, 0.37957, 1.63460]],
  "forces_ev_per_angstrom": [[-3.548, -1.791, -0.036], [0.350, 0.703, -0.829], [2.686, 0.069, 2.434], [-0.065, 0.600, 0.944], [2.302, 0.196, -1.803], [0.364, 1.013, 0.110], [-2.090, -0.789, -0.819]],
  "lowdin_charge": [0.043, 0.323, -0.012, 0.145, 0.186, 0.104, 0.210],
  "relative_energy_kcal_mol": 103.4,
  "multiplicity": 1,
  "lumo_energy_ev": -8.458,
  "total_charge": 1
}



Record 5
{
  "formula": "C33H41HgN5Se",
  "method": "ωB97M-V/def2-TZVPD",
  "symbols": ["Hg", "N", "N", "C", "C", "C", "C", "H", "H", "H", "C", "C", "H", "H", "H", "C", "C", "H", "H", "H", "C", "H", "H", "H", "C", "H", "H", "H", "C", "H", "C", "H", "C", "H", "C", "H", "C", "C", "H", "C", "C", "H", "C", "H", "N", "C", "C", "C", "H", "C", "C", "H", "H", "H", "C", "H", "C", "C", "H", "H", "H", "C", "H", "H", "H", "C", "N", "C", "C", "N", "C", "C", "Se", "H", "H", "H", "H", "H", "H", "H", "H"],
  "positions_angstrom": [[0.21437, 0.37893, -0.89216], [-3.30506, -3.00117, 0.20597], [-1.61868, -1.54088, -1.55467], [2.75773, 0.89878, -1.09801], [3.36724, -0.18138, -0.44359], [3.01795, -0.12579, 0.93814], [3.46458, -1.08015, 1.98277], [3.88508, -1.98568, 1.52945], [2.62119, -1.37910, 2.62352], [4.24262, -0.64302, 2.62937], [2.23856, 1.01309, 1.16697], [1.86882, 1.59005, 2.47259], [2.71466, 1.60702, 3.17822], [1.06600, 0.99262, 2.94309], [1.50437, 2.61931, 2.36795], [1.89136, 1.59139, -0.12891], [1.46270, 3.01729, -0.28763], [0.52893, 3.19749, 0.26122], [1.29357, 3.26878, -1.34209], [2.21736, 3.71818, 0.10164], [4.22158, -1.20059, -1.10074], [4.79010, -1.76860, -0.35848], [4.92945, -0.72903, -1.79398], [3.62718, -1.92010, -1.68590], [2.99613, 1.36221, -2.49088], [2.14091, 1.14336, -3.15232], [3.88045, 0.87074, -2.92202], [3.16371, 2.45079, -2.52608], [-4.05011, -3.73559, 1.01977], [-5.07397, -3.95931, 0.68846], [-3.59464, -4.21305, 2.26301], [-4.28315, -4.74857, 2.91430], [-2.25473, -3.99152, 2.60342], [-1.84355, -4.34183, 3.55136], [-1.44821, -3.30673, 1.70471], [-0.38682, -3.13827, 1.88353], [-2.00713, -2.71989, 0.52145], [-1.19155, -1.87282, -0.29489], [-0.10945, -1.91971, -0.11708], [-1.07561, -0.49212, -2.19552], [-2.60135, -2.15349, -2.39795], [-3.17904, -2.98974, -2.05359], [-2.63314, -1.43274, -3.52281], [-3.22340, -1.55337, -4.41279], [-1.70035, -0.39333, -3.39025], [-1.52468, 0.71321, -4.28633], [-0.37747, 0.75365, -5.08497], [-0.11211, 1.91783, -5.80855], [0.78134, 1.95752, -6.43765], [-0.97593, 3.01395, -5.74556], [-0.65332, 4.28694, -6.46691], [-0.24643, 5.04051, -5.77655], [-1.55378, 4.71300, -6.92603], [0.09214, 4.11026, -7.24952], [-2.12948, 2.93630, -4.95849], [-2.81521, 3.78563, -4.92083], [-2.40747, 1.79342, -4.20161], [-3.56658, 1.74975, -3.25813], [-4.20598, 0.87816, -3.43754], [-4.17385, 2.65008, -3.39329], [-3.25236, 1.72905, -2.20429], [0.57259, -0.39925, -5.13142], [0.07386, -1.35361, -5.34269], [1.14658, -0.51292, -4.19916], [1.29069, -0.21733, -5.93958], [2.35930, -0.54909, 5.66365], [1.05331, -0.46456, 6.27674], [0.80734, -0.17896, 7.60313], [-0.54388, -0.15021, 7.76155], [-1.09688, -0.41813, 6.52572], [-2.51059, -0.42281, 6.23138], [-0.12131, -0.60093, 5.57554], [-0.35515, -0.93770, 3.81208], [2.35981, -1.34981, 4.91607], [3.09693, -0.77565, 6.44159], [2.63505, 0.39246, 5.16751], [1.60770, -0.03412, 8.30597], [-1.15649, 0.02866, 8.62720], [-2.69921, -1.10281, 5.39379], [-3.05188, -0.76193, 7.12244], [-2.87325, 0.57700, 5.95611]],
  "forces_ev_per_angstrom": [[0.005, 2.182, 0.367], [-0.116, 0.167, -0.559], [-1.850, -0.658, -2.420], [0.017, -0.675, 0.671], [-0.312, 1.090, -0.171], [-0.180, 1.123, -0.100], [0.067, -0.324, 0.431], [-0.072, 0.078, 0.172], [0.238, 0.040, -0.109], [-0.124, -0.112, -0.012], [0.336, -0.884, -0.983], [-0.633, -0.028, 0.660], [-0.110, -0.039, -0.212], [0.320, 0.409, -0.005], [0.061, -0.146, 0.036], [1.025, -0.498, 0.337], [-0.006, 0.571, 0.133], [0.192, 0.069, -0.207], [-0.089, -0.035, 0.174], [0.013, -0.047, -0.040], [0.074, -0.317, -0.188], [0.040, 0.034, -0.166], [0.010, -0.147, 0.069], [0.112, 0.005, 0.046], [-0.111, 0.040, -0.566], [0.283, 0.192, -0.006], [-0.215, 0.109, 0.069], [-0.002, -0.223, -0.044], [0.662, -0.191, 1.207], [0.319, 0.144, 0.106], [-0.868, -0.009, -0.649], [0.190, 0.052, -0.070], [0.658, 0.485, -0.755], [-0.076, 0.061, -0.255], [-0.323, -0.125, 0.287], [-0.272, -0.078, 0.191], [0.570, 0.017, 0.250], [-0.317, -1.986, 2.253], [-0.356, -0.269, -0.275], [0.169, -0.843, 0.148], [1.098, 0.347, 1.380], [0.061, 0.032, -0.026], [0.130, 0.754, -0.457], [-0.103, 0.104, -0.030], [-0.596, 0.100, -1.521], [0.423, -0.225, 0.472], [-0.256, 0.283, 0.104], [-0.327, 0.046, 0.038], [-0.219, 0.057, 0.201], [-0.109, -0.280, 0.210], [0.063, 0.274, -0.189], [-0.079, -0.177, -0.148], [0.190, -0.026, 0.032], [-0.119, 0.100, 0.082], [0.200, -0.382, -0.075], [0.187, -0.175, 0.063], [0.358, 0.188, -0.155], [-0.493, 0.202, 0.134], [0.132, 0.086, 0.103], [-0.006, -0.097, 0.026], [0.114, -0.160, -0.299], [0.474, -0.252, -0.296], [-0.002, 0.219, 0.200], [-0.321, -0.008, -0.145], [-0.012, -0.109, 0.130], [0.310, -0.075, -0.037], [-0.482, -0.066, -0.653], [-0.724, 0.002, 0.140], [0.743, -0.004, -0.153], [0.304, -0.015, -0.635], [-0.342, -0.117, 0.050], [0.199, 0.361, 1.715], [-0.168, -0.230, -0.286], [-0.050, 0.185, 0.169], [-0.161, 0.055, -0.133], [-0.148, -0.225, 0.122], [-0.077, -0.004, 0.024], [0.092, -0.026, -0.002], [0.077, 0.129, 0.191], [0.119, 0.052, -0.174], [0.188, -0.156, 0.017]],
  "lowdin_charge": [1.107, 0.046, -0.134, -0.331, -0.269, -0.247, -0.063, 0.059, 0.043, 0.077, -0.267, -0.085, 0.068, -0.025, 0.066, -0.479, -0.140, 0.054, 0.056, 0.077, -0.073, 0.057, 0.061, 0.074, -0.076, 0.045, 0.066, 0.070, -0.204, 0.084, -0.141, 0.066, -0.130, 0.092, -0.126, 0.061, -0.290, -0.200, 0.066, -0.343, -0.021, 0.089, -0.079, 0.103, -0.067, -0.141, -0.203, -0.013, 0.111, -0.282, -0.072, 0.083, 0.073, 0.069, -0.014, 0.112, -0.196, -0.049, 0.075, 0.069, 0.084, -0.048, 0.084, 0.066, 0.072, -0.097, -0.134, -0.251, -0.264, -0.143, -0.111, -0.714, 0.580, 0.055, 0.062, 0.075, 0.043, 0.036, 0.049, 0.056, 0.080],
  "multiplicity": 1,
  "lumo_energy_ev": [3.723, 3.752],
  "total_charge": -2
}



Record 6
{
  "formula": "C3H2BrCl3",
  "method": "ωB97M-V/def2-TZVPD",
  "symbols": ["C", "C", "C", "Cl", "Cl", "Cl", "Br", "H", "H"],
  "positions_angstrom": [[1.76323, -0.43780, 0.31139], [0.51347, -0.73303, -0.03862], [-1.44567, 0.90458, -0.10084], [-1.38043, 1.98759, 1.22862], [-2.78520, -0.19919, -0.21965], [-0.97731, 1.50999, -1.63833], [-0.17981, -2.37413, -0.54471], [2.54402, -1.26063, 0.47949], [1.94769, 0.60262, 0.52266]],
  "forces_ev_per_angstrom": [[-0.693, -1.274, 0.090], [0.087, 0.479, 0.412], [1.142, -1.697, -0.380], [-0.113, -0.281, -0.269], [0.373, 0.606, 0.447], [-0.106, 0.559, -0.094], [-0.030, 0.024, 0.057], [-1.113, 1.472, -0.461], [0.454, 0.111, 0.197]],
  "lowdin_charge": [-0.127, -0.705, -1.650, 0.584, 0.532, 0.559, 0.676, 0.088, 0.043],
  "relative_energy_kcal_mol": 77.5,
  "multiplicity": 1,
  "lumo_energy_ev": [-0.919, -0.849]
}



Molar mass, record by record: 85.11, 85.11, 243.72, 46.05, 787.28, 224.31 g mol⁻¹
Calculated total energy, record by record: -286.499759, -282.623031, -1446.592643, -170.040147, -4110.505351, -4069.943921 a.u.